(1)
Density functional theory data (ωB97M-V with the def2-TZVPD basis set) for a cluster of 2 separate species, C4H7F3O2 in total at a distorted geometry.

The geometry in ORCA input format:
```
! wB97M-V def2-TZVPD RIJCOSX def2/J DEFGRID3
* xyz 0 1
F 2.56577 0.18118 0.37748
C 2.60925 -1.15843 0.29427
F 2.85546 -1.45578 -0.99342
F 3.68127 -1.55707 0.99762
C 1.34713 -1.81313 0.80220
C 0.12249 -1.45000 0.00233
C -1.19761 -1.47450 0.64393
O -0.45938 -0.18641 0.29020
H 1.50235 -2.89924 0.75189
H 1.22402 -1.53290 1.85597
H 0.16512 -1.68746 -1.06589
H -2.03452 -1.79347 0.01591
H -1.22933 -1.72674 1.70795
O -2.86533 0.65839 1.14902
H -1.94866 1.10013 0.91931
H -2.94471 0.61577 2.10543
*
```

Summary:
Energy in Eh: -606.657658
HOMO-LUMO gap in eV: 11.683
SMILES: FC(F)(F)C[C@H]1CO1.O
E_LUMO in eV: 0.8
Relative energy (zero: lowest compared OMol25 entry of this formula, charge and spin) in kcal per mole: 5.40

(2)
Density functional theory data (ωB97M-V with the def2-TZVPD basis set) for a cluster of 3 separate species, C7H19NO2 in total at a distorted geometry.

The geometry in ORCA input format:
```
! wB97M-V def2-TZVPD RIJCOSX def2/J DEFGRID3
* xyz 1 2
C 1.52924 1.06313 -0.72374
N 1.61550 -0.12796 0.14127
C 1.66776 -1.46127 -0.42180
C 0.42852 -1.85246 -1.23475
C -0.67787 -2.43671 -0.46358
C -1.94677 -2.00610 -0.41316
C 0.92181 2.19601 0.13706
C -0.46642 1.84083 0.57114
H 2.57280 1.24956 -1.01140
H 0.96826 0.87277 -1.63392
H 0.84130 -0.04342 0.81464
H 1.70447 -2.20880 0.37493
H 2.57561 -1.52266 -1.02533
H 0.07920 -0.99633 -1.83310
H 0.67321 -2.40550 -2.16260
H -0.40053 -3.21840 0.24280
H -2.26625 -1.38458 -1.24050
H -2.58027 -2.30082 0.40515
H 1.63096 2.50716 0.89894
H 0.95981 3.11336 -0.46987
H -0.93811 1.10088 -0.08844
H -0.53267 1.29928 1.53050
H -1.10728 2.68364 0.82550
H 0.61284 0.20470 3.75273
H -0.48882 1.18143 3.83746
O 0.45545 1.13156 3.71828
H -3.06434 0.06746 -2.55322
H -2.71197 1.49690 -2.24333
O -2.82890 0.65113 -1.81115
*
```

Summary:
Energy in Eh: -482.975225
HOMO-LUMO gap (alpha / beta) in eV: 10.746 / 5.623
E_LUMO (alpha / beta) in eV: -2.6 / -7.7
Relative energy (zero: lowest compared OMol25 entry of this formula, charge and spin) in kcal per mole: 7.82

(3)
Density functional theory data (ωB97M-V with the def2-TZVPD basis set) for an isolated molecule of C3H7ClOS at a distorted geometry.

The geometry in ORCA input format:
```
! wB97M-V def2-TZVPD RIJCOSX def2/J DEFGRID3
* xyz 0 1
O -0.55825 1.53124 0.32360
C 0.63088 1.15209 -0.10213
C 0.69704 -0.28457 -0.26045
Cl 2.36981 -0.71324 -0.00160
C -0.22173 -0.96311 0.58366
S -1.87545 -0.74463 -0.13748
H -0.96613 1.92235 -0.61234
H 1.06092 1.26841 0.79053
H 1.03801 1.69756 -0.97546
H 0.62378 -0.36603 -1.38623
H -0.06320 -2.06138 0.56755
H -0.25639 -0.25000 1.50347
H -2.47930 -2.18869 -0.29312
*
```

Summary:
Energy in Eh: -1052.006866
HOMO-LUMO gap in eV: 9.583
SMILES: OC[C@@H](Cl)CS
E_LUMO in eV: 0.4
Relative energy (zero: lowest compared OMol25 entry of this formula, charge and spin) in kcal per mole: 74.06

(4)
Density functional theory data (ωB97M-V with the def2-TZVPD basis set) for an isolated molecule of C6H14N2O at a distorted geometry.

The geometry in ORCA input format:
```
! wB97M-V def2-TZVPD RIJCOSX def2/J DEFGRID3
* xyz 0 1
H -2.01681 -0.62011 1.55244
N -2.47682 -0.16478 0.76217
C -1.64484 0.42884 0.01043
C -2.10111 1.30244 -1.11946
N 0.06278 0.43741 0.20072
C 0.58271 1.51124 1.02424
C 0.58656 -0.83531 0.17157
C 0.06150 -1.77327 -0.89717
C 2.38065 -0.48888 -0.22876
O 0.56292 -1.49938 1.39113
H -2.21809 0.68358 -2.01310
H -1.36519 2.07811 -1.33923
H -3.05201 1.78966 -0.88079
H -0.21323 2.20394 1.31168
H 1.07197 1.15010 1.93706
H 1.30390 2.09160 0.44347
H -0.92463 -2.16674 -0.63473
H 0.01053 -1.27062 -1.86418
H 0.70843 -2.65210 -0.97352
H 2.71325 -0.81771 -1.21343
H 2.96860 -1.06826 0.48486
H 2.74071 0.53887 -0.17554
H 0.25822 -0.85863 2.05014
*
```

Summary:
Energy in Eh: -421.672102
HOMO-LUMO gap in eV: 9.340
SMILES: [H]/N=C(/C)N(C)C(C)(C)O
E_LUMO in eV: 0.8
Relative energy (zero: lowest compared OMol25 entry of this formula, charge and spin) in kcal per mole: 80.43